[1]
# C37H60Br2N5O3S2Si2Sr

A molecular structure, C37H60Br2N5O3S2Si2Sr (ωB97M-V with the def2-TZVPD basis set, OMol25).

Calculated values
LUMO level = -2.6888 eV
charge = +1

Positions of all 112 atoms, in Å:
Sr 0.837 0.772 -0.441
C -4.250 4.187 -1.950
Si -2.989 5.152 -0.897
C -1.551 5.874 -1.911
C -3.871 6.613 -0.047
C -2.290 4.025 0.468
C -2.513 4.226 1.816
C -1.884 3.422 2.765
C -0.993 2.464 2.324
N -0.754 2.236 1.028
C -1.419 2.974 0.117
S -1.188 2.514 -1.518
H -4.699 4.836 -2.696
H -5.053 3.787 -1.340
H -3.766 3.365 -2.466
H -1.900 6.638 -2.598
H -1.056 5.101 -2.487
H -0.813 6.331 -1.258
H -4.243 7.307 -0.792
H -3.194 7.164 0.597
H -4.720 6.297 0.550
H -3.181 5.012 2.132
H -2.069 3.556 3.820
H -0.448 1.835 3.020
C -6.277 0.792 -0.546
C -5.099 0.170 0.136
C -5.232 -0.876 1.046
C -4.102 -1.424 1.632
C -2.877 -0.898 1.258
Br -1.257 -1.611 1.965
N -2.719 0.086 0.403
C -3.805 0.619 -0.138
H -7.215 0.360 -0.203
H -6.201 0.653 -1.625
H -6.297 1.864 -0.360
H -6.213 -1.258 1.295
H -4.162 -2.228 2.346
H -3.630 1.439 -0.823
N -0.873 -2.474 -4.284
C -2.135 -1.834 -3.876
C -1.946 -1.265 -2.463
N -1.540 -2.272 -1.504
C -0.344 -2.960 -1.942
C -0.495 -3.553 -3.352
H -0.051 -1.662 -4.301
H -0.939 -2.833 -5.238
H -2.941 -2.577 -3.889
H -2.370 -1.031 -4.572
H -2.874 -0.800 -2.128
H -1.171 -0.490 -2.482
H -2.291 -2.938 -1.344
H -0.106 -3.758 -1.237
H 0.477 -2.238 -1.938
H -1.277 -4.321 -3.355
H 0.440 -4.002 -3.686
C 3.101 2.169 5.198
C 3.329 0.656 5.282
C 4.239 0.374 6.480
C 1.956 0.036 5.566
Si 4.128 -0.029 3.636
Br 2.311 0.051 2.188
C 5.432 1.150 2.794
C 6.145 0.455 1.630
C 4.769 2.398 2.203
C 6.490 1.583 3.814
C 4.636 -1.910 3.689
C 4.692 -2.523 2.287
C 3.616 -2.734 4.482
C 6.006 -2.081 4.355
H 2.586 2.505 6.097
H 2.476 2.425 4.344
H 4.036 2.716 5.137
H 3.814 0.822 7.378
H 5.232 0.791 6.338
H 4.334 -0.694 6.660
H 1.567 0.454 6.493
H 2.001 -1.039 5.685
H 1.245 0.260 4.776
H 5.431 0.078 0.899
H 6.768 -0.366 1.971
H 6.796 1.170 1.126
H 4.108 2.139 1.379
H 5.537 3.062 1.808
H 4.197 2.954 2.937
H 6.972 0.724 4.274
H 6.054 2.193 4.600
H 7.262 2.177 3.325
H 3.746 -2.415 1.765
H 4.908 -3.588 2.369
H 5.468 -2.080 1.674
H 2.614 -2.618 4.075
H 3.610 -2.460 5.532
H 3.880 -3.789 4.424
H 6.793 -1.603 3.777
H 6.250 -3.140 4.431
H 6.016 -1.663 5.358
O 1.006 -0.811 -4.556
C 1.852 -0.420 -3.714
N 1.636 -0.252 -2.432
S 3.018 0.144 -1.644
O 2.845 1.442 -1.046
O 3.330 -0.906 -0.721
C 4.076 0.161 -3.071
C 5.419 0.393 -3.236
C 5.933 0.322 -4.528
C 5.112 0.018 -5.606
C 3.760 -0.234 -5.424
C 3.251 -0.155 -4.138
H 6.049 0.620 -2.389
H 6.981 0.511 -4.689
H 5.529 -0.031 -6.601
H 3.116 -0.486 -6.252



[2]
# C19H30B2CaCl4CsF5KN2O20PS

A molecular structure, C19H30B2CaCl4CsF5KN2O20PS (ωB97M-V with the def2-TZVPD basis set, OMol25).

Calculated values
LUMO level = -5.4831 eV

Positions of all 87 atoms, in Å:
C -0.997 1.787 -0.581
C -0.854 1.660 -2.101
C -1.737 0.673 -2.885
C -0.992 -0.501 -3.635
C 0.375 -1.043 -3.104
C 0.380 -1.333 -1.610
C 1.739 -1.096 -1.000
O 1.799 -0.770 0.180
O 2.832 -1.232 -1.752
C -2.211 -1.402 -3.984
N -3.274 -0.973 -3.342
C -3.116 0.128 -2.404
B -4.321 1.202 -2.505
O -4.120 2.460 -1.996
O -5.488 0.778 -3.118
P -3.584 -0.641 -0.775
O -4.838 -1.383 -1.133
O -3.886 0.473 0.239
O -2.479 -1.644 -0.187
H -0.920 0.836 -0.027
H -0.167 2.413 -0.209
H -1.935 2.286 -0.286
H 0.198 1.555 -2.349
H -1.085 2.634 -2.562
H -2.064 1.298 -3.732
H -0.732 -0.034 -4.612
H 1.156 -0.309 -3.372
H 0.672 -1.975 -3.590
H -0.300 -0.705 -1.036
H 0.138 -2.388 -1.452
H 3.351 -0.401 -1.580
H -2.313 -2.206 -4.656
H -4.195 -1.409 -3.436
H -4.228 2.523 -1.034
H -6.197 0.623 -2.478
H -3.341 0.526 1.132
H -2.834 -1.953 0.674
C 5.520 3.546 -4.311
Cl 5.070 3.822 -6.002
Cl 4.960 4.872 -3.292
Cl 4.884 2.014 -3.733
H 6.601 3.521 -4.258
C -4.048 5.335 -4.751
F -3.992 6.652 -4.506
F -5.022 4.809 -4.013
F -4.327 5.145 -6.037
S -2.438 4.564 -4.342
O -2.255 4.878 -2.911
O -1.467 5.246 -5.160
O -2.620 3.159 -4.623
N -2.343 0.909 3.329
O -1.801 0.485 4.363
O -2.689 2.074 3.199
O -2.547 0.066 2.380
K 0.806 -2.957 0.736
C -0.117 1.087 6.892
C 0.268 -0.541 6.498
O 0.080 -1.209 7.483
O 0.590 -0.533 5.346
H -0.436 1.145 7.928
H 0.784 1.674 6.720
H -0.919 1.372 6.205
Ca -0.793 -3.204 -4.437
C 2.607 -8.922 2.184
C 3.451 -8.609 3.419
C 3.932 -7.197 3.116
O 2.898 -6.581 2.337
C 1.965 -7.570 1.905
H 1.875 -9.713 2.339
H 3.253 -9.214 1.353
H 2.822 -8.612 4.312
H 4.272 -9.306 3.579
H 4.853 -7.207 2.526
H 4.103 -6.600 4.012
H 1.036 -7.452 2.475
H 1.744 -7.416 0.846
Cl 2.326 1.495 -2.099
Cs -0.948 6.251 -2.122
B 3.600 4.107 3.494
O 2.342 3.438 4.056
C 2.107 3.851 5.253
O 1.192 3.518 5.981
C 3.229 4.892 5.659
O 3.286 5.450 6.721
O 4.035 4.997 4.640
F 3.278 4.855 2.386
F 4.555 3.157 3.224



no.,electronic energy (eV),HOMO (eV)
1,-231282.906,-9.183
2,-184580.897,-6.776